# 1
Here is C12H31AlBeCl7FIKN3NaO4P as an isolated structure in a non-equilibrium geometry from the Open Molecules 2025 dataset. Energies are from ωB97M-V/def2-TZVPD.

The value obtained for the energy above the lowest of the compared OMol25 structures with the same formula, charge and spin is 30.9 kcal per mole. The net charge is +3. As for the LUMO energy: -11.95 eV. The value obtained for the maximum force is 0.082 Eh/bohr. Its HOMO energy is -0.492 hartree. As for the molar mass: 804.53 g/mol. The value obtained for the HOMO-LUMO gap is 0.053 hartree.

Last column: natural (NBO) charge in e.
Geometry (Å):
N: 1.0324 -3.7109 3.5673  -0.817
C: 0.8068 -3.1310 2.2391  -0.238
C: 0.9138 -1.6098 2.2696  0.057
O: 1.8809 -1.2421 1.2646  -0.725
C: -0.3755 -0.9267 1.8705  -0.594
P: -1.6409 -0.9106 3.3714  0.505
C: -3.1387 -1.4646 2.2810  -0.732
C: -4.3749 -1.7986 3.1257  -0.434
C: -4.4250 -3.3704 3.2485  -0.521
I: -5.5270 -4.1503 4.9387  0.113
H: 0.7421 -3.0668 4.2909  0.360
H: 0.5072 -4.5650 3.6848  0.375
H: 1.5762 -3.5031 1.5746  0.203
H: -0.1508 -3.4484 1.8258  0.171
H: 1.2601 -1.2977 3.2481  0.190
H: 2.5318 -0.6507 1.6656  0.475
H: -0.7439 -1.4060 0.9696  0.214
H: -0.1116 0.1008 1.6345  0.219
H: -1.3598 -2.3147 3.7105  -0.044
H: -0.5634 -0.4834 4.2378  -0.128
H: -1.9354 0.5250 3.0955  -0.037
H: -2.5358 -0.7776 4.5436  -0.019
H: -2.8968 -2.3445 1.6958  0.214
H: -3.3956 -0.6426 1.6195  0.205
H: -4.3922 -1.3011 4.1174  0.170
H: -5.2812 -1.5240 2.5337  0.159
H: -3.4074 -3.7220 3.2158  0.236
H: -4.9227 -3.7408 2.3682  0.229
K: -6.3832 -1.1703 4.2494  0.958
C: 0.4621 2.9473 -0.7492  -0.210
Cl: 1.2910 4.0086 0.3790  0.093
Cl: 0.9452 3.3858 -2.4225  -0.008
Cl: 0.9006 1.2645 -0.4207  0.080
Cl: -1.2868 3.1923 -0.5658  0.047
Be: 2.3740 2.4908 -4.4650  0.122
C: -3.4168 5.7065 -3.3239  -0.264
Cl: -4.6118 4.3972 -2.8525  -0.135
Cl: -1.8160 4.9860 -3.4349  0.040
Cl: -3.8620 6.4611 -4.7878  0.250
H: -3.4165 6.4427 -2.5276  0.271
F: -1.8716 8.0792 -4.6060  -0.556
C: 4.3951 5.6635 1.2869  -0.304
O: 5.6181 6.0169 1.4858  -0.142
H: 3.8611 6.2586 0.4906  0.305
H: 4.2845 4.6332 0.8312  0.290
H: 3.7170 5.6462 2.1581  0.172
Na: 2.0225 -0.1803 -4.3331  0.891
C: 5.5541 -2.5810 3.2042  -0.476
C: 5.3486 -2.1033 1.6737  -0.060
O: 6.4597 -2.3342 1.1004  -0.175
H: 6.3433 -2.0041 3.6751  0.249
H: 4.6066 -2.3994 3.7166  0.253
H: 5.7931 -3.6381 3.2533  0.254
H: 5.0052 -1.0492 1.7326  0.163
H: 4.4550 -2.6842 1.3327  0.233
Al: -3.8335 2.2300 -2.3231  0.846
C: -0.0358 -0.7664 -8.6334  0.782
O: 0.7810 -0.4480 -7.7694  -0.734
N: 0.3331 -0.9949 -9.9163  -0.822
N: -1.3682 -0.9120 -8.3690  -0.837
H: -0.3086 -1.2541 -10.6422  0.403
H: 1.3056 -0.8944 -10.1425  0.418
H: -1.6733 -0.7489 -7.4307  0.392
H: -2.0454 -1.1699 -9.0623  0.403

# 2
Here is C42H44MoN4OS3 as an isolated structure from the Open Molecules 2025 dataset. Energies are from ωB97M-V/def2-TZVPD.

The value obtained for the energy above the lowest of the compared OMol25 structures with the same formula, charge and spin is 24.6 kcal per mole. The net charge is +2. As for the LUMO energy: -7.28 eV. The value obtained for the maximum force is 0.011 Eh/bohr. Its HOMO energy is -0.473 hartree. As for the molar mass: 812.98 g/mol. The value obtained for the HOMO-LUMO gap is 0.205 hartree.

Last column: Löwdin charge in e.
Geometry (Å):
Mo: -0.4619 -0.3408 0.1459  1.385
C: -0.4600 -1.4929 -3.0791  0.000
C: -0.9240 -1.6410 -1.6607  -0.321
N: 0.0071 -1.9682 -0.7126  -0.251
N: 0.3626 -3.1956 -0.2949  0.018
C: 0.7885 -3.1469 0.9290  -1.006
S: 0.6327 -1.6160 1.7574  0.730
S: 1.4724 -4.4573 1.7957  0.988
C: 1.4097 -5.8054 0.5572  -0.376
C: 2.6469 -5.8860 -0.2883  -0.304
C: 3.7759 -6.5478 0.1845  -0.043
C: 4.9215 -6.6222 -0.5919  -0.064
C: 4.9467 -6.0396 -1.8510  -0.076
C: 3.8219 -5.3849 -2.3312  -0.081
C: 2.6763 -5.3056 -1.5526  -0.059
C: -2.2595 -2.2324 -1.4183  -0.133
C: -2.8947 -3.1712 -2.2274  -0.002
C: -4.0742 -3.7505 -1.7939  -0.051
C: -4.6227 -3.4085 -0.5600  -0.043
C: -4.0153 -2.4656 0.2528  0.021
C: -2.8459 -1.8822 -0.2094  -0.283
O: -2.2007 -0.9174 0.5085  -0.329
H: 0.5194 -1.0297 -3.1550  0.062
H: -1.1809 -0.9579 -3.6898  0.090
H: -0.3647 -2.5063 -3.4838  0.106
H: 0.5122 -5.6575 -0.0388  0.081
H: 1.2758 -6.6992 1.1655  0.088
H: 3.7572 -7.0160 1.1618  0.119
H: 5.7915 -7.1456 -0.2189  0.112
H: 5.8369 -6.1090 -2.4616  0.108
H: 3.8327 -4.9494 -3.3222  0.101
H: 1.7922 -4.8053 -1.9286  0.094
H: -2.4684 -3.4581 -3.1795  0.119
H: -4.5727 -4.4805 -2.4162  0.116
H: -5.5403 -3.8794 -0.2348  0.119
H: -4.4317 -2.1751 1.2070  0.129
C: 1.3886 3.3686 3.9521  -0.027
N: 0.7111 2.0935 3.7189  -0.189
C: 1.5879 0.9387 3.6759  -0.063
C: -0.6151 2.0231 3.5149  -0.657
S: -1.4227 0.9670 2.3998  0.775
N: -1.3912 2.8606 4.2085  -0.191
C: -1.0146 3.3038 5.5543  -0.018
C: -2.7693 3.1743 3.8423  -0.064
H: 2.2292 3.4296 3.2579  0.089
H: 1.7669 3.4488 4.9723  0.103
H: 0.7132 4.1940 3.7467  0.097
H: 2.1977 0.9298 4.5812  0.111
H: 2.2647 0.9808 2.8189  0.081
H: 1.0016 0.0279 3.6600  0.017
H: -0.1849 2.7109 5.9264  0.097
H: -1.8717 3.1509 6.2088  0.107
H: -0.7477 4.3606 5.5699  0.103
H: -2.8931 3.1427 2.7648  0.060
H: -2.9889 4.1788 4.1999  0.102
H: -3.4647 2.4712 4.3031  0.105
C: 3.6084 1.3468 -5.7047  -0.021
C: 3.8602 0.1340 -5.0714  -0.039
C: 3.3068 -0.1141 -3.8326  -0.004
C: 2.4383 0.8218 -3.2412  -0.220
C: 2.2090 2.0509 -3.8871  -0.019
C: 2.8025 2.3112 -5.1038  -0.034
C: 1.9586 0.5620 -1.9181  0.045
C: 0.8751 1.0479 -1.1919  -0.274
C: -0.4167 1.5666 -1.7233  -0.201
C: -0.7612 1.5282 -3.0871  -0.048
C: -2.0530 1.7679 -3.5020  -0.028
C: -3.0772 2.0068 -2.5853  -0.031
C: -2.7717 2.0480 -1.2445  -0.033
C: -1.4535 1.8605 -0.8187  -0.151
H: 4.0623 1.5534 -6.6649  0.123
H: 4.5065 -0.5971 -5.5365  0.120
H: 3.5254 -1.0399 -3.3130  0.126
H: 1.6028 2.8072 -3.4058  0.127
H: 2.6491 3.2648 -5.5897  0.121
H: 2.6190 -0.0832 -1.3401  0.141
H: -0.0215 1.2885 -3.8317  0.102
H: -2.2772 1.7485 -4.5608  0.126
H: -4.0886 2.1737 -2.9285  0.122
H: -3.5347 2.2560 -0.5059  0.125
H: -1.2522 2.0796 0.2220  0.017
C: 1.3557 1.3668 0.2425  -0.213
C: 1.8373 2.7953 0.4194  -0.220
C: 0.9658 3.8771 0.5137  -0.036
C: 1.4660 5.1621 0.6689  -0.059
C: 2.8349 5.3785 0.7328  -0.059
C: 3.7072 4.3035 0.6447  -0.056
C: 3.2097 3.0181 0.4890  -0.037
H: 0.5856 1.2376 1.0585  0.011
H: 2.1764 0.6942 0.4869  0.098
H: -0.1051 3.7333 0.4757  0.104
H: 0.7817 5.9973 0.7389  0.116
H: 3.2201 6.3822 0.8504  0.116
H: 4.7756 4.4633 0.6980  0.117
H: 3.8975 2.1819 0.4240  0.123

# 3
Here is a 2-piece molecular cluster, C6H16N2O overall in a non-equilibrium geometry from the Open Molecules 2025 dataset. Energies are from ωB97M-V/def2-TZVPD.

The value obtained for the energy above the lowest of the compared OMol25 structures with the same formula, charge and spin is 39.0 kcal per mole. The net charge is 0. As for the LUMO energy: 0.97 eV. The value obtained for the maximum force is 0.074 Eh/bohr. Its HOMO energy is -0.334 hartree. The structure (SMILES) is CC(=O)C(C)C.NCN. As for the molar mass: 132.21 g/mol. The value obtained for the HOMO-LUMO gap is 0.369 hartree.

Last column: natural (NBO) charge in e.
Geometry (Å):
C: 0.6535 1.7906 0.1277  -0.745
C: 0.0468 0.5960 -0.5566  0.609
O: 0.2763 0.3277 -1.7223  -0.610
C: -1.4330 0.1443 0.0925  -0.300
C: -2.4663 1.0558 -0.5644  -0.607
C: -1.5081 0.2210 1.6112  -0.622
H: 1.4837 2.1769 -0.4599  0.233
H: -0.0816 2.5773 0.2818  0.237
H: 1.0482 1.4831 1.0951  0.244
H: -1.6170 -0.8801 -0.2493  0.211
H: -3.4762 0.7436 -0.2969  0.214
H: -2.3701 1.0294 -1.6487  0.225
H: -2.3344 2.0892 -0.2452  0.199
H: -0.7341 -0.3901 2.0758  0.214
H: -2.4748 -0.1466 1.9580  0.216
H: -1.3936 1.2451 1.9619  0.206
N: 2.7864 -0.7314 0.0390  -0.848
C: 1.6289 -1.5838 0.0968  -0.010
N: 1.4441 -2.3525 -1.1101  -0.856
H: 3.6217 -1.2829 -0.1316  0.369
H: 2.6884 -0.1045 -0.7551  0.356
H: 1.7472 -2.2723 0.9382  0.184
H: 0.5854 -0.9303 0.2997  0.148
H: 0.7465 -3.0772 -0.9843  0.357
H: 1.1323 -1.7281 -1.8532  0.377

# 4
Here is C5H11AgO4 as an isolated structure in a non-equilibrium geometry from the Open Molecules 2025 dataset. Energies are from ωB97M-V/def2-TZVPD.

The value obtained for the energy above the lowest of the compared OMol25 structures with the same formula, charge and spin is 0.0 kcal per mole. The net charge is 0. As for the LUMO energy (spin up / spin down): 0.60 / -0.71 eV. The value obtained for the maximum force is 0.070 Eh/bohr. Its HOMO energy (spin up / spin down) is -0.310 / -0.305 hartree. As for the molar mass: 243.01 g/mol. The value obtained for the HOMO-LUMO gap (spin up / spin down) is 0.333 / 0.280 hartree. As for the multiplicity: 3.

Last column: natural (NBO) charge in e.
Geometry (Å):
O: -0.3038 2.2764 1.3944  -0.606
Ag: 0.0635 1.5198 -0.3964  1.183
O: 1.9099 1.7176 -0.9042  -0.804
C: 2.7854 0.9070 -0.2027  -0.095
C: 2.1889 -0.4481 0.1614  -0.097
O: 0.7871 -0.4431 0.0002  -0.628
C: -0.0276 -1.5243 -0.3840  -0.073
C: -1.4268 -1.1034 -0.0067  -0.078
O: -1.6456 0.2527 -0.3838  -0.582
C: -2.9027 0.7574 0.0548  -0.253
H: 3.1078 1.3906 0.7458  0.150
H: 3.7274 0.7109 -0.7533  0.161
H: 2.2276 -0.5054 1.4031  0.199
H: 2.5273 -1.1718 -0.5985  0.188
H: 0.2469 -2.4487 0.1442  0.193
H: 0.0912 -1.6732 -1.4678  0.180
H: -1.5115 -1.1524 1.0918  0.187
H: -2.1779 -1.7461 -0.4873  0.189
H: -2.9278 1.8451 -0.0707  0.220
H: -3.7121 0.2382 -0.4770  0.178
H: -3.0272 0.6009 1.1366  0.187